16
Properties=species:S:1:pos:R:3 method="wB97M-V/def2-TZVPD" charge=0 lumo_energy_ev=-0.3
C 1.95778 -0.04333 0.68937
C 1.67695 -0.28266 -0.78894
C 0.31469 -0.02622 -1.35505
C -0.87597 0.25112 -0.76742
C -1.04693 0.32337 0.65744
C -2.47275 0.19283 1.05840
H 1.74797 0.99044 0.97247
H 3.01307 -0.26095 0.89166
H 1.32932 -0.66906 1.32490
H 1.91831 -1.32536 -1.05126
H 2.37451 0.30982 -1.40045
H 0.29453 -0.13484 -2.44328
H -1.73485 0.34710 -1.44950
H -2.72425 0.89000 1.86708
H -3.24069 0.24042 0.26537
H -2.53168 -0.80269 1.52922